{
  "formula": "C3H5N3S",
  "method": "the ωB97M-V functional and the def2-TZVPD basis",
  "smiles": "C/N=C(/C#N)NS",
  "de_lowest_kcal_mol": 62.1,
  "spin_multiplicity": 1,
  "homo_ev": -10.0,
  "total_charge": 0,
  "symbols": ["C", "N", "C", "C", "N", "N", "S", "H", "H", "H", "H", "H"],
  "xyz": [[-0.996, 1.500, 0.018], [0.321, 1.125, -0.236], [0.711, 0.018, 0.104], [2.107, -0.430, 0.041], [3.138, -0.905, -0.240], [0.079, -1.060, 0.624], [-1.322, -1.610, -0.150], [-1.358, 1.052, 1.001], [-0.844, 2.581, 0.206], [-1.715, 1.489, -0.858], [0.543, -1.886, 0.858], [-0.664, -1.874, -1.368]],
  "forces_ev_per_angstrom": [[-1.855, 2.122, 1.107], [0.996, 0.916, -1.494], [3.020, -2.102, 0.844], [2.926, -0.047, -1.781], [-2.098, 0.970, 0.965], [-3.539, -0.452, 0.654], [-0.090, -0.292, -1.642], [-0.199, 0.324, -1.465], [-0.779, -0.228, 0.132], [0.817, -0.631, 1.091], [1.750, -0.658, 0.621], [-0.948, 0.079, 0.969]],
  "nbo_charge": [-0.4632, -0.3900, 0.3247, 0.2210, -0.2759, -0.7491, 0.1856, 0.1898, 0.2131, 0.2300, 0.4126, 0.1015]
}

---

{
  "formula": "C2H7NO2S",
  "method": "the ωB97M-V functional and the def2-TZVPD basis",
  "de_lowest_kcal_mol": 161.1,
  "spin_multiplicity": 1,
  "homo_ev": [-6.5, -6.1],
  "total_charge": 0,
  "symbols": ["C", "C", "N", "O", "O", "S", "H", "H", "H", "H", "H", "H", "H"],
  "xyz": [[-0.452, 0.778, -0.396], [-1.460, -0.036, 0.357], [-2.736, -0.159, -0.436], [3.788, 0.737, 0.069], [2.770, -1.523, 0.626], [3.224, -0.470, -0.573], [0.250, 1.380, 0.245], [-0.106, 0.632, -1.327], [-1.016, -1.048, 0.563], [-1.866, 0.588, 1.180], [-3.005, 0.770, -0.342], [3.210, -1.235, 1.507], [-2.601, -0.414, -1.474]],
  "forces_ev_per_angstrom": [[0.800, 0.606, 5.221], [-0.498, 0.348, -1.984], [1.395, -2.367, -1.319], [-0.241, -0.258, -0.130], [0.955, 0.870, 1.587], [-0.224, 0.029, 0.587], [-0.878, -0.279, -0.781], [0.588, -0.730, -3.421], [-0.546, 0.824, 0.462], [1.109, -1.051, 0.398], [-1.459, 1.803, -0.811], [-0.911, -0.530, -2.059], [-0.090, 0.735, 2.251]],
  "nbo_charge": [-0.2437, -0.3208, -0.8075, -0.8752, -0.8891, 1.1356, 0.1841, 0.1656, 0.2311, 0.2135, 0.3447, 0.5056, 0.3563]
}

---

{
  "formula": "C2H3IO2",
  "method": "the ωB97M-V functional and the def2-TZVPD basis",
  "smiles": "CC(=O)OI",
  "de_lowest_kcal_mol": 47.5,
  "spin_multiplicity": 1,
  "homo_ev": -9.9,
  "total_charge": 0,
  "symbols": ["C", "C", "O", "O", "I", "H", "H", "H"],
  "xyz": [[-1.165, 0.122, -0.333], [0.395, 0.064, 0.537], [0.434, 0.424, 1.658], [1.197, -0.370, -0.342], [3.287, -0.424, 0.016], [-1.972, 0.013, 0.352], [-1.117, 0.980, -1.050], [-1.060, -0.808, -0.839]],
  "forces_ev_per_angstrom": [[3.643, 0.039, 0.305], [-5.666, 1.268, -0.988], [1.297, 0.088, 1.206], [3.145, -0.771, -1.196], [-1.333, 0.066, 0.051], [-0.459, 0.659, 0.634], [-0.319, -0.754, 0.938], [-0.309, -0.595, -0.952]],
  "nbo_charge": [-0.6764, 0.8340, -0.5685, -0.6251, 0.3767, 0.2213, 0.2287, 0.2092]
}

---

{
  "formula": "C56H41Cl3MnO3P2S",
  "method": "the ωB97M-V functional and the def2-TZVPD basis",
  "s_squared": 6.24,
  "de_lowest_kcal_mol": 0.0,
  "spin_multiplicity": 5,
  "homo_ev": [-10.2, -10.3],
  "total_charge": 1,
  "symbols": ["Mn", "O", "S", "C", "C", "C", "C", "C", "C", "C", "C", "C", "C", "P", "C", "C", "C", "C", "C", "C", "C", "C", "C", "C", "C", "C", "C", "C", "C", "C", "C", "C", "C", "C", "C", "C", "C", "C", "P", "C", "C", "C", "C", "C", "C", "C", "C", "C", "C", "C", "C", "C", "C", "H", "H", "H", "H", "H", "H", "H", "H", "H", "H", "H", "H", "H", "H", "H", "H", "H", "H", "H", "H", "H", "H", "H", "H", "H", "H", "H", "H", "H", "H", "H", "H", "H", "H", "H", "H", "Cl", "C", "C", "C", "Cl", "C", "O", "C", "C", "O", "C", "H", "H", "H", "Cl", "C", "H", "H"],
  "xyz": [[-0.752, 0.097, 0.045], [2.157, 1.569, 0.835], [1.812, 0.333, 0.101], [2.792, 0.312, -1.397], [4.066, 0.788, -1.167], [5.074, 0.799, -2.140], [4.765, 0.285, -3.368], [5.612, 0.140, -4.606], [4.668, -0.487, -5.660], [3.333, -0.580, -4.969], [2.112, -0.954, -5.446], [1.020, -0.874, -4.566], [1.108, -0.506, -3.235], [-0.525, -0.235, -2.462], [-1.628, -1.603, -2.935], [-2.974, -1.462, -2.585], [-3.871, -2.492, -2.819], [-3.433, -3.677, -3.394], [-2.096, -3.830, -3.726], [-1.194, -2.801, -3.496], [-1.101, 1.228, -3.383], [-0.410, 2.420, -3.156], [-0.756, 3.571, -3.844], [-1.799, 3.546, -4.760], [-2.487, 2.365, -4.992], [-2.140, 1.205, -4.310], [2.386, -0.139, -2.694], [3.452, -0.160, -3.628], [2.568, -0.981, 1.065], [3.562, -1.772, 0.539], [4.347, -2.640, 1.321], [4.149, -2.640, 2.671], [4.900, -3.322, 3.785], [4.116, -2.958, 5.071], [3.064, -1.980, 4.615], [2.142, -1.255, 5.316], [1.199, -0.516, 4.582], [1.177, -0.439, 3.200], [-0.369, 0.251, 2.530], [-0.588, 1.880, 3.309], [0.070, 2.982, 2.756], [-0.070, 4.233, 3.337], [-0.860, 4.398, 4.466], [-1.501, 3.304, 5.027], [-1.365, 2.048, 4.456], [-1.686, -0.786, 3.239], [-1.441, -2.028, 3.820], [-2.498, -2.834, 4.222], [-3.806, -2.408, 4.047], [-4.058, -1.174, 3.463], [-3.007, -0.373, 3.053], [2.227, -1.061, 2.453], [3.105, -1.862, 3.212], [4.288, 1.160, -0.173], [6.056, 1.186, -1.903], [6.486, -0.481, -4.411], [5.985, 1.114, -4.926], [5.008, -1.477, -5.968], [4.600, 0.118, -6.564], [1.960, -1.263, -6.471], [0.038, -1.087, -4.973], [-3.319, -0.556, -2.103], [-4.909, -2.367, -2.541], [-4.132, -4.483, -3.574], [-1.747, -4.757, -4.162], [-0.150, -2.944, -3.739], [0.401, 2.449, -2.436], [-0.212, 4.489, -3.665], [-2.071, 4.445, -5.296], [-3.296, 2.340, -5.710], [-2.676, 0.289, -4.509], [3.771, -1.714, -0.520], [5.118, -3.236, 0.851], [5.921, -2.936, 3.826], [4.976, -4.398, 3.629], [4.756, -2.537, 5.846], [3.634, -3.838, 5.503], [2.091, -1.276, 6.397], [0.412, -0.015, 5.135], [0.697, 2.852, 1.885], [0.445, 5.082, 2.906], [-0.970, 5.377, 4.913], [-2.108, 3.425, 5.915], [-1.870, 1.202, 4.904], [-0.425, -2.374, 3.963], [-2.295, -3.796, 4.672], [-4.628, -3.036, 4.363], [-5.076, -0.838, 3.315], [-3.216, 0.587, 2.597], [-6.287, 4.903, 0.923], [-5.226, 3.569, 0.627], [-5.770, 2.278, 0.516], [-4.956, 1.203, 0.287], [-5.634, -0.379, 0.129], [-3.542, 1.330, 0.173], [-2.817, 0.288, 0.001], [-3.026, 2.660, 0.260], [-1.651, 2.942, 0.044], [-0.727, 2.133, -0.164], [-3.885, 3.758, 0.489], [-6.838, 2.137, 0.609], [-1.375, 4.006, 0.038], [-3.463, 4.754, 0.554], [0.487, -2.794, -0.583], [-0.816, -1.956, 0.251], [-0.814, -2.266, 1.291], [-1.770, -2.199, -0.219]],
  "forces_ev_per_angstrom": [[-0.699, 0.194, -0.215], [0.003, 0.268, 0.169], [0.223, -0.297, -0.245], [0.066, 0.041, 0.126], [-0.024, 0.029, 0.048], [-0.011, -0.056, -0.084], [0.027, 0.048, 0.075], [0.002, -0.004, 0.006], [0.013, 0.007, -0.005], [-0.060, -0.016, -0.031], [0.064, 0.009, 0.014], [-0.001, 0.058, 0.035], [-0.086, -0.030, -0.143], [-0.017, -0.063, 0.234], [0.021, 0.018, -0.010], [0.013, 0.025, -0.037], [0.011, -0.007, -0.014], [-0.005, 0.008, -0.002], [0.007, -0.007, -0.002], [0.000, -0.020, 0.007], [-0.033, 0.024, -0.021], [-0.010, -0.010, -0.008], [0.028, 0.003, 0.028], [-0.020, -0.004, -0.018], [-0.006, -0.012, -0.002], [0.064, 0.033, 0.058], [0.007, -0.039, -0.073], [-0.038, -0.007, 0.017], [0.047, 0.007, -0.064], [-0.049, 0.037, -0.022], [0.011, -0.001, 0.064], [0.009, -0.006, -0.062], [0.032, 0.034, 0.005], [-0.018, -0.025, 0.000], [-0.056, 0.043, 0.045], [0.058, -0.054, 0.011], [0.003, 0.032, -0.094], [-0.056, 0.060, 0.215], [0.086, 0.038, -0.056], [0.013, 0.026, 0.031], [-0.024, 0.011, 0.022], [0.003, -0.014, -0.009], [0.006, 0.007, 0.005], [-0.004, -0.009, 0.017], [-0.007, -0.013, -0.043], [0.020, -0.072, -0.019], [0.002, 0.010, -0.003], [-0.012, -0.004, 0.010], [0.005, -0.009, 0.000], [0.001, 0.018, -0.004], [0.007, 0.001, 0.053], [0.062, -0.036, 0.047], [-0.040, 0.025, -0.043], [-0.001, -0.002, -0.005], [0.001, 0.003, -0.004], [0.000, -0.004, -0.005], [-0.002, 0.000, -0.003], [0.000, -0.002, 0.005], [0.006, 0.001, 0.001], [0.002, 0.003, -0.001], [0.035, 0.041, -0.015], [-0.003, -0.023, -0.025], [0.000, 0.003, -0.002], [0.001, 0.000, 0.000], [0.001, 0.000, 0.002], [-0.028, -0.041, 0.042], [0.008, 0.004, -0.026], [0.006, 0.000, -0.003], [-0.005, 0.001, 0.003], [0.001, -0.002, 0.001], [-0.028, -0.050, -0.002], [0.005, -0.010, 0.000], [0.002, 0.000, 0.000], [0.007, -0.023, 0.004], [-0.024, -0.004, -0.001], [0.004, 0.014, -0.010], [0.015, -0.002, 0.013], [-0.002, -0.004, -0.002], [0.010, -0.005, -0.001], [0.026, -0.012, -0.006], [0.006, -0.001, 0.003], [-0.003, -0.002, -0.001], [-0.003, -0.001, -0.003], [-0.014, 0.006, -0.016], [-0.021, -0.014, -0.014], [0.000, 0.002, 0.002], [0.000, -0.002, -0.001], [-0.002, 0.001, 0.003], [-0.002, 0.006, 0.026], [-0.040, 0.047, 0.014], [0.016, 0.022, 0.005], [0.044, -0.039, -0.009], [-0.078, 0.040, 0.030], [-0.023, -0.041, 0.009], [0.129, 0.079, -0.052], [0.415, 0.002, 0.019], [-0.182, -0.225, -0.019], [0.178, 0.075, -0.060], [-0.107, -0.091, 0.146], [0.072, 0.059, 0.000], [-0.002, -0.006, -0.006], [-0.020, -0.044, 0.007], [-0.018, 0.004, -0.004], [0.132, -0.173, -0.124], [-0.185, 0.095, 0.081], [0.009, -0.001, 0.015], [0.022, 0.019, -0.024]],
  "lowdin_spin": [4.0787, 0.0042, 0.0432, 0.0077, 0.0017, 0.0007, -0.0003, 0.0000, -0.0001, -0.0003, -0.0001, -0.0012, -0.0036, 0.0006, 0.0044, 0.0010, 0.0000, 0.0012, 0.0001, 0.0015, -0.0010, -0.0007, 0.0001, -0.0003, -0.0001, -0.0001, -0.0001, 0.0001, 0.0035, 0.0022, 0.0000, 0.0013, 0.0002, 0.0000, 0.0002, -0.0003, -0.0002, -0.0010, -0.0119, -0.0041, -0.0007, 0.0001, -0.0009, -0.0002, -0.0013, 0.0034, 0.0009, 0.0003, 0.0016, 0.0000, 0.0016, 0.0009, 0.0000, 0.0002, 0.0001, 0.0000, 0.0000, 0.0000, 0.0000, 0.0000, 0.0000, -0.0002, 0.0000, 0.0001, 0.0000, 0.0000, -0.0002, 0.0000, 0.0000, 0.0000, 0.0000, 0.0001, 0.0000, 0.0001, 0.0001, 0.0000, 0.0000, 0.0000, 0.0000, 0.0000, 0.0000, 0.0000, 0.0000, 0.0000, 0.0002, 0.0000, 0.0001, 0.0000, 0.0000, 0.0009, 0.0034, 0.0017, 0.0040, 0.0006, 0.0080, 0.0722, 0.0045, 0.0081, 0.0285, 0.0008, 0.0001, 0.0002, 0.0000, -0.0379, -0.2180, -0.0047, -0.0058]
}

---

{
  "formula": "C14H16",
  "method": "the ωB97M-V functional and the def2-TZVPD basis",
  "smiles": "Cc1ccccc1.Cc1ccccc1",
  "de_lowest_kcal_mol": 61.8,
  "spin_multiplicity": 1,
  "homo_ev": -8.5,
  "total_charge": 0,
  "symbols": ["C", "C", "C", "C", "C", "C", "C", "H", "H", "H", "H", "H", "H", "H", "H", "C", "C", "C", "C", "C", "C", "C", "H", "H", "H", "H", "H", "H", "H", "H"],
  "xyz": [[-0.707, -0.511, 2.887], [0.353, -0.307, 1.955], [0.220, 0.662, 1.020], [1.299, 1.122, 0.200], [2.492, 0.537, 0.424], [2.692, -0.535, 1.314], [1.685, -0.855, 2.195], [-0.509, -1.552, 3.315], [-1.651, -0.603, 2.293], [-0.864, 0.127, 3.781], [-0.735, 1.152, 0.925], [1.050, 1.906, -0.461], [3.378, 0.965, -0.101], [3.612, -1.143, 1.183], [1.792, -1.287, 3.201], [-2.270, 2.030, -1.251], [-1.576, 0.774, -1.403], [-0.473, 0.676, -2.202], [0.314, -0.447, -2.296], [-0.115, -1.603, -1.586], [-1.258, -1.584, -0.856], [-1.971, -0.430, -0.749], [-2.227, 2.716, -2.326], [-1.731, 2.801, -0.604], [-3.327, 2.066, -1.069], [-0.115, 1.561, -2.920], [1.056, -0.420, -3.075], [0.480, -2.457, -1.801], [-1.673, -2.496, -0.427], [-2.640, -0.504, 0.179]],
  "forces_ev_per_angstrom": [[-2.356, -3.234, 1.770], [4.236, 1.207, 0.432], [0.670, 1.020, -1.649], [-2.261, -0.971, 2.459], [2.351, 0.071, -1.287], [0.402, -0.234, -0.305], [-2.225, 0.778, 0.102], [-0.708, 1.127, -0.215], [0.395, 0.200, 0.846], [0.359, 0.131, -0.847], [-0.166, 0.062, -0.006], [0.461, 0.788, -0.678], [-0.636, -0.770, 0.168], [-0.371, 0.855, 0.832], [0.337, -0.777, -0.926], [0.387, 5.191, -2.696], [-0.799, -2.380, 0.791], [1.706, 2.263, -2.762], [-1.664, -1.042, 0.601], [1.964, 1.156, -2.345], [-0.214, -1.193, -0.129], [-0.841, 1.646, 2.115], [0.029, -2.122, 2.604], [-0.714, -1.227, -0.279], [-0.373, -0.514, 0.602], [-1.147, -1.639, 1.863], [0.575, -0.470, 0.330], [0.142, -0.988, 0.355], [0.391, 0.217, 0.205], [0.072, 0.849, -1.950]],
  "nbo_charge": [-0.6319, -0.0562, -0.1784, -0.1998, -0.2230, -0.2195, -0.2042, 0.2093, 0.2140, 0.2286, 0.1991, 0.2153, 0.2076, 0.2183, 0.2122, -0.6214, -0.0877, -0.1882, -0.2010, -0.2084, -0.2108, -0.2009, 0.2057, 0.2250, 0.2316, 0.2059, 0.2177, 0.2118, 0.2159, 0.2136]
}

---

{
  "formula": "C4H6N2O2",
  "method": "the ωB97M-V functional and the def2-TZVPD basis",
  "smiles": "Nc1cc(O)cn1O",
  "de_lowest_kcal_mol": 82.1,
  "spin_multiplicity": 1,
  "homo_ev": -7.6,
  "total_charge": 0,
  "symbols": ["N", "C", "C", "C", "O", "C", "N", "O", "H", "H", "H", "H", "H", "H"],
  "xyz": [[-1.859, 1.203, -0.070], [-0.620, 0.459, -0.106], [0.647, 0.960, -0.115], [1.471, -0.186, -0.016], [2.909, -0.242, 0.058], [0.703, -1.377, -0.025], [-0.604, -0.901, -0.142], [-1.703, -1.624, 0.160], [-1.568, 2.193, 0.061], [-2.466, 1.027, 0.713], [0.979, 2.049, 0.279], [3.217, 0.709, -0.056], [1.001, -2.397, -0.080], [-2.107, -1.872, -0.661]],
  "forces_ev_per_angstrom": [[1.645, 0.873, -0.160], [-2.346, 0.762, 0.278], [1.619, 2.079, 1.815], [1.694, -2.499, -0.041], [-1.735, 2.161, -0.380], [0.918, 2.957, -0.103], [1.103, 0.872, -0.179], [-0.516, -0.410, 1.054], [-0.400, -0.945, -0.424], [-0.013, -0.693, 0.264], [-0.996, -2.714, -1.458], [-0.509, -1.849, 0.205], [-0.098, -0.379, 0.022], [-0.368, -0.215, -0.894]],
  "nbo_charge": [-0.8141, 0.3085, -0.4265, 0.2484, -0.6845, -0.2077, -0.0612, -0.5172, 0.3726, 0.3774, 0.2256, 0.4747, 0.2292, 0.4749]
}